1.
Density functional theory data (the ωB97M-V functional and the def2-TZVPD basis) for one molecule with the formula C5H8N2O in a non-equilibrium geometry.

Geometry as XYZ:
```
16
C5H8N2O, DFT the ωB97M-V functional and the def2-TZVPD basis
O -0.938 0.093 1.974
N 0.922 0.317 -0.948
N 0.301 0.151 1.315
C 0.977 1.339 1.713
C -0.728 -1.109 -1.860
C 0.438 -0.242 -2.193
C 0.072 -0.078 -0.013
C -0.979 -1.004 -0.535
H -1.456 0.810 1.625
H 0.946 1.271 2.857
H 1.209 -0.628 -2.851
H 0.476 2.260 1.334
H -1.727 -1.462 0.144
H 0.059 0.618 -2.837
H -1.242 -1.690 -2.601
H 1.994 1.362 1.291
```

Summary:
net charge: 0
F_max: 3.69 eV Å⁻¹
E_tot: -10339.7076 eV
energy above the lowest of the compared OMol25 structures with the same formula, charge and spin: 3.019 eV
HOMO level: -0.32804 hartree
structure (SMILES): CN(O)C1=NCC=C1



2.
Density functional theory data (the ωB97M-V functional and the def2-TZVPD basis) for a 12-piece molecular cluster, C31H36BrCl44FO5 overall in a non-equilibrium geometry.

Geometry as XYZ:
```
118
C31H36BrCl44FO5, DFT the ωB97M-V functional and the def2-TZVPD basis
Br -3.498 -3.166 -1.239
Cl 0.023 0.410 4.738
Cl -9.375 -5.480 1.915
Cl -7.270 -0.588 9.583
Cl 6.184 3.534 0.941
Cl -3.702 -6.737 7.750
Cl 8.741 -0.230 -3.759
Cl 9.769 1.247 -6.018
Cl 5.703 2.018 3.354
Cl 13.546 -2.728 -5.111
Cl -9.538 0.769 4.486
Cl 4.886 -7.554 -3.182
Cl -4.918 -5.660 5.352
Cl 13.621 -4.818 -3.119
Cl 4.472 -4.696 -3.065
Cl -1.276 5.948 -1.820
Cl -0.539 -0.505 7.420
Cl -4.594 -3.989 7.684
Cl -7.454 1.801 7.969
Cl 7.976 3.793 3.195
Cl 1.523 5.513 -2.360
Cl -2.290 -4.788 6.143
Cl -9.346 -0.404 1.852
Cl 10.754 1.802 -3.360
Cl -9.113 -0.479 7.361
Cl 7.160 -5.778 -3.031
Cl 0.602 -2.321 5.483
Cl 11.442 -0.684 -4.666
Cl 5.302 4.879 3.340
Cl 0.121 7.677 -3.662
Cl -7.159 -6.044 3.683
Cl 0.691 7.818 -0.832
Cl 11.278 -4.484 -4.773
Cl -9.623 1.081 9.737
Cl 13.726 -5.493 -5.925
Cl -9.466 -2.100 4.186
Cl -6.749 -5.982 0.819
Cl 5.972 4.811 -4.275
Cl 6.500 2.106 -3.414
Cl 5.128 3.936 -1.654
Cl -2.136 -1.450 5.209
Cl -7.096 -0.525 3.664
Cl 3.797 2.927 -4.014
Cl -7.259 -3.541 2.273
Cl 5.582 -5.905 -5.448
F -1.802 -0.833 2.132
O -0.258 0.753 -5.169
O -3.791 -0.624 -0.247
O -3.385 2.342 -2.306
O -0.610 -2.154 -0.952
O -1.586 3.144 -3.458
C 1.091 0.843 -0.481
C 0.713 -1.664 -0.887
C -4.117 1.151 -1.987
C -0.577 -2.818 1.819
C 10.179 0.535 -4.452
C -7.637 -5.263 2.167
C -0.515 -0.965 5.712
C -0.035 2.159 -5.123
C 2.677 2.320 0.800
C 5.528 -5.986 -3.684
C -6.070 0.624 0.396
C 0.886 -0.278 -1.566
C 0.260 6.741 -2.168
C -3.874 -5.298 6.735
C -3.718 0.782 -0.535
C 2.519 1.410 -0.450
C 0.470 3.668 1.126
C -8.366 0.452 8.663
C -2.820 -1.339 -0.917
C -2.422 2.044 -3.290
C 2.189 -3.446 -2.292
C -1.473 -1.386 -0.147
C -4.765 1.454 0.401
C 5.353 3.446 -3.340
C -8.863 -0.564 3.546
C -0.237 2.768 -3.714
C 6.292 3.556 2.709
C 1.559 -2.645 -1.638
C 13.043 -4.383 -4.732
C 1.963 3.689 0.672
C -1.711 -1.949 1.270
H 2.616 -4.320 -2.802
H 1.026 2.330 -5.377
H -6.353 0.340 -0.624
H -2.706 1.142 -0.300
H -0.238 -3.541 1.068
H -1.843 1.136 -3.009
H 2.343 1.814 1.718
H -0.240 0.405 -4.273
H 3.747 2.522 0.940
H 0.392 3.664 -3.650
H 0.025 0.016 -2.179
H 3.228 0.582 -0.294
H 1.140 -1.630 0.124
H 2.479 4.387 1.349
H -4.380 1.611 1.413
H -5.187 1.373 -2.056
H 0.261 -2.147 2.062
H 0.345 1.629 -0.669
H -1.176 -0.333 -0.032
H -2.574 -0.955 -1.916
H 2.050 4.101 -0.342
H 0.873 0.461 0.529
H -3.889 0.360 -2.716
H 0.265 2.813 1.783
H 0.205 4.575 1.682
H -0.169 3.600 0.236
H 1.771 -0.264 -2.212
H -2.652 -2.496 1.390
H -0.854 -3.335 2.743
H -6.880 1.256 0.789
H -6.017 -0.255 1.041
H -4.975 2.422 -0.076
H 0.080 2.037 -2.947
H 2.742 1.985 -1.357
H -2.955 1.800 -4.229
H -0.681 2.688 -5.832
```

Summary:
net charge: 0
F_max: 2.54 eV Å⁻¹
E_tot: -666706.7424 eV
HOMO level: -0.36519 hartree
structure (SMILES): C#C[C@@H](CCCCCC)O[C@H]([C@@H](C)F)[C@@H](Br)O[C@H](CC)COCOCCO.ClC(Cl)(Cl)Cl.ClC(Cl)(Cl)Cl.ClC(Cl)(Cl)Cl.ClC(Cl)(Cl)Cl.ClC(Cl)(Cl)Cl.ClC(Cl)(Cl)Cl.ClC(Cl)(Cl)Cl.ClC(Cl)(Cl)Cl.ClC(Cl)(Cl)Cl.ClC(Cl)(Cl)Cl.ClC(Cl)(Cl)Cl